ORCA calculation (wB97M-V/def2-TZVPD) on C26H19BF4N5STa as an isolated structure.

Computed properties:
LUMO level = -7.967 eV
max |F| = 0.38 eV/Å
multiplicity = 1
relative energy (zero: lowest compared OMol25 entry of this formula, charge and spin) = 20.1 kcal/mol
total charge = +2
HOMO energy = -14.365 eV
E_tot = -2155.23219 a.u.

Positions of all 57 atoms, in Å:
Ta -0.463 0.165 0.489
C 1.928 2.342 4.361
C 2.702 1.342 3.767
C 2.094 0.329 3.055
C 0.696 0.307 2.942
C -0.081 1.292 3.553
C 0.547 2.317 4.255
N 0.063 -0.699 2.152
C -0.105 -2.071 2.433
C -0.176 -2.680 3.667
C -0.393 -4.056 3.702
C -0.521 -4.807 2.538
C -0.423 -4.199 1.293
C -0.229 -2.833 1.270
N 0.013 -2.007 0.139
N 0.618 -2.462 -0.837
C 1.189 -1.428 -1.609
C 1.790 -1.758 -2.799
C 2.522 -0.779 -3.464
C 2.653 0.459 -2.867
C 2.002 0.709 -1.666
N 1.246 -0.197 -1.038
H 2.411 3.131 4.922
H 3.779 1.357 3.872
H 2.678 -0.460 2.596
H -1.159 1.230 3.519
H -0.052 3.079 4.736
H -0.069 -2.105 4.577
H -0.464 -4.552 4.661
H -0.692 -5.872 2.601
H -0.505 -4.765 0.375
H 1.698 -2.769 -3.167
H 3.005 -0.998 -4.407
H 3.256 1.239 -3.309
H 2.102 1.678 -1.199
S -2.326 1.825 -3.160
C -2.898 0.225 -3.217
C -2.366 -0.564 -2.238
C -1.499 0.152 -1.382
C -1.376 1.486 -1.768
C -0.588 2.530 -1.102
C -0.544 3.850 -1.535
C 0.234 4.764 -0.853
C 0.963 4.366 0.271
C 0.869 3.061 0.681
N 0.117 2.164 0.008
H -3.606 -0.060 -3.981
H -2.631 -1.604 -2.111
H -1.119 4.154 -2.399
H 0.274 5.792 -1.188
H 1.577 5.062 0.821
H 1.390 2.690 1.556
F -2.272 -1.014 0.924
B -3.109 -0.029 1.621
F -3.049 -0.176 2.936
F -4.231 0.225 0.980
F -2.069 1.187 1.243

Atoms 1-2, force components in eV/Å:
0.2 -0.2 -0.1
0.1 0.0 0.0

Atom charges from the Mulliken analysis, given in e for atoms 1 to 4: Ta 1.10; C -0.50; C -0.87; C 0.28